This record from the OMol25 dataset describes a 7-piece molecular cluster, C32H66BF2N10O4S2 overall at a distorted geometry. The level of theory is ωB97M-V/def2-TZVPD.

```
! RIJCOSX wB97M-V def2-TZVPD def2/J DEFGRID3
* xyz 3 1
B 7.528 18.962 -13.570
H 7.139 18.147 -12.978
H 6.719 19.666 -13.687
H 8.322 19.444 -13.020
H 7.863 18.595 -14.528
C -3.727 17.254 -12.418
C -3.025 16.296 -11.463
N -1.674 16.740 -11.250
C -0.611 16.435 -12.047
C 0.442 17.154 -11.689
N 0.139 17.957 -10.646
C -1.186 17.688 -10.327
C 0.991 18.872 -9.983
H -4.763 16.943 -12.554
H -3.306 17.277 -13.423
H -3.739 18.265 -12.012
H -3.128 15.289 -11.866
H -3.500 16.244 -10.484
H -0.789 15.657 -12.775
H 1.404 17.152 -12.179
H -1.721 18.099 -9.483
H 0.697 19.124 -8.964
H 1.052 19.815 -10.526
H 1.988 18.443 -9.888
C 11.754 25.488 -7.380
C 11.370 24.268 -8.381
N 10.347 24.638 -9.391
C 9.126 25.193 -9.119
C 8.480 25.528 -10.244
N 9.275 25.095 -11.301
C 10.394 24.480 -10.737
C 8.975 25.315 -12.752
H 10.938 25.788 -6.721
H 12.021 26.392 -7.927
H 12.636 25.352 -6.754
H 11.108 23.381 -7.804
H 12.252 24.008 -8.966
H 8.903 25.570 -8.132
H 7.559 26.016 -10.529
H 11.244 24.058 -11.252
H 9.930 25.284 -13.275
H 8.380 26.189 -13.018
H 8.430 24.431 -13.082
C 6.733 24.017 -22.080
C 6.956 22.502 -21.720
N 8.246 22.286 -21.114
C 9.390 23.166 -21.126
C 10.345 22.634 -20.288
N 9.954 21.314 -20.040
C 8.678 21.124 -20.528
C 10.757 20.274 -19.403
H 7.570 24.602 -22.462
H 6.410 24.657 -21.258
H 5.967 24.092 -22.852
H 6.876 21.951 -22.657
H 6.165 22.045 -21.126
H 9.443 24.071 -21.714
H 11.332 22.952 -19.988
H 8.207 20.170 -20.342
H 10.366 20.124 -18.396
H 11.781 20.642 -19.348
H 10.898 19.381 -20.012
C 13.461 16.685 -3.710
C 13.928 15.820 -4.943
N 13.440 16.402 -6.105
C 12.080 16.387 -6.460
C 12.003 16.770 -7.782
N 13.231 17.245 -8.183
C 14.129 16.917 -7.171
C 13.610 17.684 -9.504
H 12.421 16.505 -3.435
H 13.465 17.769 -3.823
H 14.018 16.496 -2.793
H 13.638 14.769 -4.939
H 15.011 15.701 -4.919
H 11.347 16.080 -5.727
H 11.228 16.801 -8.533
H 15.207 16.981 -7.149
H 14.468 18.300 -9.233
H 12.894 18.364 -9.967
H 13.900 16.840 -10.130
C 4.278 13.931 -20.290
C 4.775 12.741 -19.480
C 6.282 12.814 -19.083
N 6.852 11.556 -18.364
C 6.563 10.220 -19.123
C 8.376 11.753 -18.123
C 8.516 12.672 -16.845
C 7.370 12.220 -15.998
C 6.319 11.465 -16.894
H 4.953 14.160 -21.114
H 4.139 14.857 -19.732
H 3.270 13.637 -20.584
H 4.500 11.774 -19.903
H 4.170 12.693 -18.574
H 6.395 13.687 -18.439
H 6.896 12.997 -19.965
H 5.491 10.025 -19.098
H 7.193 9.441 -18.694
H 6.938 10.425 -20.125
H 8.916 10.813 -18.008
H 8.696 12.226 -19.051
H 9.490 12.620 -16.360
H 8.359 13.717 -17.115
H 7.617 11.505 -15.213
H 6.918 13.097 -15.536
H 6.208 10.434 -16.560
H 5.310 11.860 -16.781
N -0.864 24.974 -15.929
S -0.036 26.430 -16.010
O 1.214 26.590 -16.650
O -0.068 27.140 -14.782
F -1.066 27.246 -16.948
S 0.288 24.271 -15.231
O 0.612 24.752 -13.877
O 1.324 23.652 -16.055
F -0.596 22.997 -14.709
*
```

As for the maximum force: 7.96 eV Å⁻¹. Its frontier orbital gap is 5.377 eV. For the highest occupied orbital energy, the calculation gives -10.846 eV.

Results of the Mulliken charge analysis, in e, for atoms 1 through 99:
1 B -0.277
2 H -0.172
3 H -0.151
4 H -0.193
5 H -0.198
6 C -1.040
7 C -0.519
8 N 0.196
9 C -0.284
10 C -0.448
11 N 0.169
12 C -0.174
13 C -0.832
14 H 0.381
15 H 0.330
16 H 0.339
17 H 0.314
18 H 0.317
19 H 0.416
20 H 0.448
21 H 0.366
22 H 0.319
23 H 0.353
24 H 0.349
25 C -1.115
26 C -0.341
27 N 0.198
28 C -0.447
29 C -0.290
30 N 0.107
31 C -0.079
32 C -0.771
33 H 0.347
34 H 0.349
35 H 0.367
36 H 0.278
37 H 0.295
38 H 0.339
39 H 0.455
40 H 0.330
41 H 0.280
42 H 0.328
43 H 0.365
44 C -1.243
45 C -0.231
46 N 0.202
47 C -0.270
48 C -0.393
49 N 0.103
50 C -0.193
51 C -0.869
52 H 0.326
53 H 0.364
54 H 0.363
55 H 0.302
56 H 0.382
57 H 0.337
58 H 0.393
59 H 0.401
60 H 0.372
61 H 0.289
62 H 0.361
63 C -1.099
64 C -0.516
65 N 0.226
66 C -0.371
67 C -0.461
68 N 0.090
69 C -0.102
70 C -0.851
71 H 0.341
72 H 0.357
73 H 0.366
74 H 0.349
75 H 0.361
76 H 0.420
77 H 0.484
78 H 0.380
79 H 0.339
80 H 0.368
81 H 0.318
82 C -1.343
83 C -0.318
84 C -0.694
85 N 0.161
86 C -1.056
87 C -0.630
88 C -0.627
89 C -0.526
90 C -0.555
91 H 0.351
92 H 0.349
93 H 0.370
94 H 0.358
95 H 0.284
96 H 0.319
97 H 0.460
98 H 0.418
99 H 0.405

---

This record from the OMol25 dataset describes a 8-piece molecular cluster, C32H66Cl14FNO6P2S overall at a distorted geometry. The level of theory is ωB97M-V/def2-TZVPD.

```
! RIJCOSX wB97M-V def2-TZVPD def2/J DEFGRID3
* xyz 0 1
C -0.410 -2.013 -3.660
C 0.901 -1.598 -4.319
N 1.584 -0.553 -3.554
C 2.347 0.454 -4.303
C 1.340 1.432 -4.943
C 0.622 2.377 -3.974
C -0.550 1.750 -3.203
P -0.816 2.707 -1.703
O 0.420 2.958 -0.953
O -1.487 4.093 -2.136
C -2.545 4.177 -3.095
C -3.879 3.602 -2.617
O -1.933 1.981 -0.820
C -2.428 0.673 -1.121
C -1.479 -0.414 -0.649
C 3.194 -0.137 -5.460
S 4.354 -1.376 -4.917
O 5.633 -1.058 -5.480
O 3.820 -2.691 -5.069
O 4.399 -1.113 -3.353
C 4.583 0.289 -3.004
C 4.983 0.378 -1.543
C 4.075 -0.356 -0.549
C 3.871 0.495 0.688
F 3.168 1.655 0.353
C 3.339 1.155 -3.335
P 3.831 2.880 -3.852
C 4.062 3.784 -2.283
C 5.482 2.784 -4.665
H -1.154 -1.216 -3.725
H -0.249 -2.282 -2.616
H -0.831 -2.883 -4.171
H 0.669 -1.225 -5.318
H 1.529 -2.483 -4.446
H 2.138 -0.964 -2.815
H 0.599 0.854 -5.503
H 1.867 2.056 -5.667
H 1.313 2.814 -3.257
H 0.237 3.218 -4.558
H -0.330 0.727 -2.905
H -1.455 1.717 -3.818
H -2.233 3.732 -4.043
H -2.658 5.243 -3.285
H -4.090 2.634 -3.074
H -4.691 4.288 -2.853
H -3.857 3.469 -1.536
H -3.351 0.564 -0.553
H -2.696 0.563 -2.174
H -1.792 -1.374 -1.060
H -0.452 -0.205 -0.958
H -1.496 -0.464 0.441
H 2.601 -0.560 -6.270
H 3.804 0.665 -5.878
H 5.449 0.626 -3.569
H 6.006 0.010 -1.437
H 5.004 1.445 -1.311
H 3.091 -0.541 -0.986
H 4.520 -1.295 -0.219
H 4.842 0.817 1.082
H 3.337 -0.036 1.476
H 2.776 1.306 -2.404
H 3.948 4.840 -2.523
H 4.995 3.597 -1.746
H 3.235 3.498 -1.625
H 6.299 2.929 -3.950
H 5.537 3.579 -5.406
H 5.646 1.813 -5.134
Cl 2.266 -3.301 -1.574
C 0.966 -3.723 -0.420
C 0.843 -2.676 0.657
Cl 2.246 -2.706 1.765
H 1.182 -4.704 -0.008
H 0.045 -3.779 -0.999
H -0.039 -2.861 1.265
H 0.776 -1.679 0.231
Cl -1.163 -5.308 1.481
C -0.693 -5.457 3.200
C -1.851 -5.122 4.105
Cl -2.287 -3.391 4.007
H 0.155 -4.797 3.370
H -0.380 -6.486 3.362
H -1.593 -5.322 5.140
H -2.734 -5.697 3.845
Cl -5.230 -3.641 9.205
C -5.167 -3.341 7.447
C -5.140 -4.621 6.658
Cl -3.617 -5.525 6.885
H -4.291 -2.728 7.249
H -6.056 -2.770 7.186
H -5.223 -4.393 5.596
H -5.954 -5.282 6.945
Cl -5.638 -0.345 4.776
C -4.113 0.576 4.648
C -3.189 0.300 5.806
Cl -3.829 0.930 7.347
H -4.374 1.629 4.580
H -3.631 0.271 3.721
H -2.231 0.785 5.631
H -3.025 -0.768 5.930
Cl 3.979 7.018 -3.954
C 4.455 7.895 -2.476
C 5.000 9.267 -2.777
Cl 6.571 9.198 -3.617
H 5.188 7.285 -1.953
H 3.563 7.983 -1.858
H 5.159 9.806 -1.845
H 4.315 9.834 -3.402
Cl -4.115 -2.348 -2.847
C -5.589 -2.806 -1.948
C -6.021 -1.724 -0.992
Cl -4.856 -1.528 0.342
H -5.379 -3.735 -1.425
H -6.372 -2.980 -2.684
H -6.981 -1.980 -0.548
H -6.111 -0.765 -1.496
Cl -0.848 -2.014 10.840
C -2.452 -2.596 11.363
C -2.382 -3.383 12.645
Cl -1.544 -4.943 12.434
H -2.869 -3.189 10.555
H -3.077 -1.716 11.509
H -3.391 -3.607 12.987
H -1.860 -2.831 13.422
*
```

As for the SMILES: CCN[C@]1(CCCP(=O)(OCC)OCC)CS(=O)(=O)O[C@H](CCCF)[C@H]1P(C)C.ClCCCl.ClCCCl.ClCCCl.ClCCCl.ClCCCl.ClCCCl.ClCCCl. As for the maximum force: 1.26 eV Å⁻¹. Its frontier orbital gap is 8.130 eV. For the highest occupied orbital energy, the calculation gives -7.922 eV.

Results of the Mulliken charge analysis, in e, for atoms 1 through 99:
1 C -0.542
2 C -0.817
3 N 1.541
4 C -0.084
5 C -1.661
6 C -1.287
7 C 1.212
8 P 0.327
9 O -0.647
10 O -0.339
11 C -0.134
12 C -1.108
13 O -0.363
14 C -0.065
15 C -0.549
16 C -1.451
17 S 1.390
18 O -0.746
19 O -0.700
20 O -0.363
21 C -0.086
22 C -1.807
23 C 1.111
24 C -0.656
25 F -0.223
26 C -0.270
27 P 0.666
28 C -0.399
29 C -1.378
30 H 0.172
31 H -0.460
32 H 0.548
33 H 0.449
34 H 0.325
35 H -0.725
36 H 0.612
37 H 0.648
38 H 0.276
39 H 0.413
40 H -1.210
41 H 0.761
42 H 0.152
43 H 0.498
44 H 0.255
45 H 0.411
46 H 0.238
47 H 0.231
48 H 0.118
49 H 0.278
50 H -0.242
51 H 0.515
52 H 0.630
53 H 0.525
54 H 0.969
55 H 0.544
56 H 0.216
57 H -1.005
58 H 0.451
59 H 0.350
60 H 0.265
61 H 0.499
62 H -0.317
63 H 0.372
64 H 0.209
65 H 0.345
66 H 0.400
67 H 0.559
68 Cl -0.088
69 C -0.848
70 C 0.680
71 Cl -0.246
72 H 0.520
73 H 0.428
74 H 0.110
75 H -0.453
76 Cl -0.193
77 C -0.469
78 C -0.535
79 Cl -0.100
80 H 0.272
81 H 0.425
82 H 0.257
83 H 0.364
84 Cl -0.192
85 C -0.156
86 C -0.374
87 Cl -0.201
88 H 0.017
89 H 0.289
90 H 0.243
91 H 0.392
92 Cl -0.188
93 C -0.261
94 C -0.233
95 Cl -0.197
96 H 0.371
97 H 0.107
98 H 0.381
99 H 0.025